No. 1
# C34H36CdN9OS

A molecular structure, C34H36CdN9OS in a non-equilibrium geometry (ωB97M-V/def2-TZVPD, the Open Molecules 2025 dataset).

LUMO (eV): -2.2
HOMO-LUMO gap (eV): 7.50
Total charge: +1

XYZ file:
```
82
Properties=species:S:1:pos:R:3:forces:R:3
Cd 0.571 0.165 0.005 0.40 0.49 -0.68
C 2.139 3.036 -0.145 0.10 0.11 0.08
N 0.739 2.650 -0.129 0.00 0.08 0.05
C 0.066 3.119 1.072 -0.20 0.15 0.13
C 0.402 2.259 2.265 0.00 0.14 0.33
C -0.188 2.490 3.505 0.14 -0.08 -0.09
C 0.205 1.721 4.586 0.05 0.06 -0.17
C 1.198 0.768 4.404 0.04 -0.03 -0.14
C 1.705 0.586 3.130 0.13 -0.14 0.43
N 1.308 1.302 2.084 -0.03 0.14 -0.09
C 0.063 3.075 -1.351 -0.10 0.02 -0.15
C -1.101 2.183 -1.709 -0.29 0.31 -0.16
C -2.345 2.721 -2.013 0.16 -0.02 -0.03
C -3.367 1.883 -2.427 0.18 -0.18 0.01
C -3.116 0.522 -2.489 -0.02 0.19 0.05
C -1.863 0.067 -2.115 -0.27 -0.19 -0.19
N -0.869 0.873 -1.764 0.03 -0.02 0.00
C 2.955 2.138 -1.035 0.32 0.14 -0.06
C 4.310 2.398 -1.232 -0.09 -0.13 -0.10
C 5.024 1.595 -2.103 -0.17 -0.02 0.06
C 4.358 0.571 -2.763 -0.10 0.05 0.04
C 3.018 0.367 -2.478 0.36 -0.16 -0.34
N 2.335 1.122 -1.627 -0.06 -0.04 0.32
H 2.254 4.076 -0.494 0.01 -0.08 0.08
H 2.545 2.985 0.869 -0.09 0.03 -0.13
H 0.336 4.162 1.309 -0.06 -0.08 -0.11
H -1.012 3.066 0.902 0.09 0.06 0.04
H -0.944 3.251 3.613 -0.07 0.11 0.01
H -0.242 1.874 5.557 -0.03 0.00 0.06
H 1.571 0.177 5.225 0.00 -0.08 0.07
H 2.478 -0.146 2.928 -0.08 -0.11 0.03
H -0.277 4.118 -1.282 0.07 -0.09 -0.01
H 0.785 3.010 -2.171 -0.09 0.07 0.09
H -2.509 3.785 -1.929 0.04 0.11 -0.01
H -4.333 2.285 -2.694 -0.08 0.02 0.02
H -3.879 -0.173 -2.803 -0.05 -0.09 0.02
H -1.646 -0.995 -2.097 0.04 0.00 0.03
H 4.784 3.215 -0.711 0.03 0.10 0.05
H 6.078 1.761 -2.263 0.10 0.04 -0.05
H 4.867 -0.068 -3.465 0.05 -0.09 -0.08
H 2.471 -0.451 -2.928 0.01 -0.12 0.04
C -0.238 -3.566 2.411 -0.04 0.25 0.00
C 0.340 -2.481 1.552 -1.09 0.22 0.44
N -0.303 -1.383 1.317 0.53 -0.65 -0.05
N -1.487 -1.172 1.902 -0.65 -0.32 0.56
C -2.022 0.018 1.621 0.38 -0.41 -0.07
O -1.536 0.863 0.834 -0.08 0.33 0.04
C -3.287 0.329 2.329 -0.32 0.15 0.04
C -4.137 -0.674 2.786 0.13 0.02 -0.05
C -5.343 -0.347 3.380 -0.06 0.01 0.06
C -5.701 0.982 3.545 0.01 -0.03 0.10
C -4.838 1.985 3.137 -0.07 0.09 0.07
C -3.647 1.662 2.519 0.16 -0.11 -0.08
C 1.678 -2.615 0.998 0.76 -0.23 -0.25
C 2.348 -3.846 0.988 -0.26 0.31 0.04
C 3.627 -3.921 0.479 0.11 0.25 -0.10
C 4.235 -2.762 0.014 -0.16 -0.09 0.10
C 3.506 -1.585 0.064 0.47 0.03 -0.11
N 2.269 -1.506 0.523 -0.25 -0.13 0.06
H -1.102 -3.150 2.925 0.05 -0.14 0.01
H 0.487 -3.926 3.139 0.05 -0.05 0.01
H -0.568 -4.410 1.803 0.00 -0.07 -0.04
H -3.837 -1.702 2.660 0.00 -0.10 -0.02
H -6.004 -1.127 3.730 -0.04 -0.07 -0.03
H -6.642 1.241 4.008 -0.08 -0.02 0.06
H -5.095 3.020 3.316 -0.04 0.08 -0.07
H -2.977 2.442 2.186 0.05 0.04 -0.10
H 1.862 -4.733 1.357 -0.12 -0.06 0.07
H 4.148 -4.865 0.447 0.04 -0.09 0.01
H 5.241 -2.774 -0.372 0.07 0.06 -0.04
H 3.946 -0.654 -0.271 0.04 0.01 -0.04
C -1.276 -3.912 -5.229 0.09 0.10 -0.23
N -0.567 -3.716 -3.985 0.01 0.11 -0.04
C 0.001 -2.578 -3.560 -0.07 -0.19 -0.05
N -0.025 -1.492 -4.361 -0.08 -0.29 -0.24
S 0.687 -2.525 -2.038 0.25 0.17 0.51
H -1.849 -4.832 -5.164 0.00 0.01 -0.01
H -0.590 -3.993 -6.077 -0.04 -0.01 -0.02
H -1.970 -3.091 -5.410 -0.05 0.01 0.00
H -0.484 -4.492 -3.348 0.01 0.14 0.01
H -0.179 -1.589 -5.351 -0.09 0.07 -0.02
H 0.452 -0.667 -4.036 -0.08 -0.08 0.01
```
Positions in Å, forces in eV/Å.

No. 2
# C28H29IrN6O2S

A molecular structure, C28H29IrN6O2S in a non-equilibrium geometry (ωB97M-V/def2-TZVPD, the Open Molecules 2025 dataset).

LUMO (alpha / beta) (eV): -9.9 / -11.1
HOMO-LUMO gap (alpha / beta) (eV): 7.06 / 5.83
Total charge: +3
Multiplicity: 2

XYZ file:
```
67
Properties=species:S:1:pos:R:3:forces:R:3
Ir -0.035 0.447 0.425 -1.59 1.45 0.65
O 1.148 3.333 2.191 -0.18 0.12 -0.05
S -0.172 2.961 1.785 0.67 -0.04 0.60
O -0.734 1.731 2.392 0.16 -0.51 0.08
N -0.101 2.334 0.254 0.51 0.47 -0.52
C 0.251 2.928 -0.980 0.02 0.14 0.25
C 0.471 4.242 -1.282 -0.03 0.10 0.01
C 0.743 4.598 -2.626 0.00 -0.03 0.05
C 0.778 3.657 -3.617 0.00 0.03 -0.01
C 0.551 2.290 -3.313 0.02 0.01 0.01
C 0.529 1.247 -4.255 -0.02 0.00 -0.05
C 0.270 -0.043 -3.843 -0.01 0.04 -0.04
C 0.069 -0.307 -2.494 -0.17 0.24 0.01
N 0.108 0.656 -1.567 0.38 -0.79 -0.53
C 0.317 1.954 -1.973 -0.02 -0.31 -0.09
C -1.248 4.282 1.960 -0.26 0.05 -0.19
C -0.710 5.509 2.360 -0.06 -0.07 -0.08
C -1.584 6.558 2.585 -0.02 0.02 -0.01
C -2.951 6.377 2.407 0.01 0.00 -0.01
C -3.470 5.147 2.004 -0.05 0.03 0.01
C -2.621 4.085 1.778 0.11 0.03 -0.04
H 0.430 5.002 -0.512 0.00 0.03 -0.05
H 0.916 5.638 -2.866 0.01 0.01 0.02
H 0.976 3.943 -4.642 -0.02 0.00 0.00
H 0.693 1.468 -5.303 0.03 -0.03 0.01
H 0.219 -0.859 -4.550 0.00 0.00 0.00
H -0.158 -1.308 -2.157 0.02 -0.04 0.03
H 0.357 5.626 2.493 0.00 -0.01 0.04
H -1.200 7.517 2.907 0.00 -0.01 -0.02
H -3.624 7.205 2.583 0.00 -0.01 0.02
H -4.537 5.025 1.881 0.01 0.01 -0.02
H -3.008 3.123 1.467 0.00 0.00 0.05
N -2.413 -4.463 0.872 0.02 0.03 0.03
C -2.493 -3.129 0.898 -0.09 -0.10 -0.04
C -1.393 -2.302 0.579 -0.02 0.05 -0.11
N -1.536 -0.978 0.600 0.21 -0.55 0.24
C -2.720 -0.428 0.923 0.01 -0.12 -0.09
C -3.776 -1.270 1.245 -0.05 -0.12 -0.01
N -3.667 -2.584 1.250 0.00 0.09 -0.03
H -1.575 -4.955 0.618 -0.01 0.00 -0.03
H -3.241 -4.999 1.083 -0.01 0.00 0.02
H -0.430 -2.710 0.303 0.01 0.03 0.07
H -2.812 0.648 0.916 0.03 0.02 0.05
H -4.739 -0.857 1.517 0.00 0.02 -0.01
C 0.152 -1.091 3.946 -0.04 0.07 -0.04
N 1.270 -0.220 4.411 0.11 -0.12 -0.08
C 2.164 -0.987 5.341 -0.01 0.03 0.04
C 2.063 0.455 3.294 -0.09 0.07 -0.15
C 2.378 -0.429 2.115 0.01 -0.15 0.09
C 3.564 -1.150 2.188 -0.07 -0.05 0.09
C 3.977 -2.023 1.186 0.06 -0.02 0.05
C 3.194 -2.188 0.058 -0.11 -0.03 -0.06
C 2.031 -1.447 -0.070 0.35 0.01 0.22
C 1.593 -0.562 0.937 0.14 -0.22 -0.49
H -0.398 -1.437 4.817 0.01 -0.02 0.01
H 0.572 -1.938 3.410 0.02 -0.01 0.01
H -0.507 -0.513 3.304 0.00 0.03 0.02
H 0.848 0.543 4.940 0.05 0.02 0.06
H 2.581 -1.830 4.795 0.00 0.00 0.00
H 1.576 -1.344 6.183 -0.02 -0.02 -0.02
H 2.957 -0.335 5.697 -0.02 0.02 0.00
H 2.991 0.772 3.762 0.02 0.08 -0.03
H 1.522 1.345 3.001 -0.06 -0.05 0.11
H 4.195 -1.022 3.059 0.02 0.00 -0.02
H 4.910 -2.561 1.289 0.01 0.03 0.00
H 3.501 -2.858 -0.734 -0.01 -0.01 0.02
H 1.459 -1.569 -0.973 0.01 0.04 -0.11
```
Positions in Å, forces in eV/Å.

No. 3
# S2

A gas-phase ion, S2 (charge +1) in a non-equilibrium geometry (ωB97M-V/def2-TZVPD, the Open Molecules 2025 dataset).

LUMO (alpha / beta) (eV): -10.8 / -10.5
Energy relative to the best compared isomer or geometry (same formula, charge and spin) (eV): 2.074
HOMO-LUMO gap (alpha / beta) (eV): 6.38 / 7.34
Total charge: +1
Multiplicity: 2

XYZ file:
```
2
Properties=species:S:1:pos:R:3:forces:R:3
S 0.000 0.000 1.105 0.00 0.00 -7.54
S 0.000 0.000 -1.105 0.00 0.00 7.54
```
Positions in Å, forces in eV/Å.